73
Properties=species:S:1:pos:R:3:lowdin_charge:R:1 method="wB97M-V/def2-TZVPD" charge=+1 e_above_lowest_kj_mol=0.00 spin_multiplicity=1
C -1.774 -5.255 0.766 -0.089
C -3.014 -4.373 0.677 -0.223
C -3.164 -3.659 -0.659 -0.178
O -2.420 -2.425 -0.719 -0.115
C -3.096 -1.379 -0.102 -0.167
N -2.138 -0.281 0.054 0.223
C -1.138 -0.283 0.871 -0.314
N -0.288 0.821 0.840 0.111
C 1.128 0.386 1.052 -0.136
C 1.343 -1.008 0.464 -0.234
C 1.269 -1.099 -1.092 -0.110
C 0.624 0.050 -1.816 -0.788
O -0.489 0.074 -2.198 0.027
Br 1.778 1.581 -2.115 0.805
C 0.387 -2.024 1.136 -0.067
N -0.872 -1.400 1.648 -0.037
C -0.832 -1.104 3.103 -0.141
C -2.019 -0.267 3.577 -0.261
N -2.215 -0.468 5.006 0.015
H -1.764 -5.825 1.696 0.079
H -0.852 -4.668 0.733 0.052
H -1.746 -5.968 -0.061 0.081
H -3.907 -4.987 0.831 0.117
H -3.005 -3.639 1.490 0.097
H -2.753 -4.263 -1.469 0.130
H -4.215 -3.456 -0.891 0.127
H -3.907 -0.987 -0.726 0.147
H -3.483 -1.646 0.885 0.128
H -2.204 0.513 -0.576 0.165
H -0.576 1.504 1.536 0.147
H 1.409 0.389 2.106 0.123
H 1.763 1.112 0.547 0.073
H 2.363 -1.248 0.751 0.113
H 2.269 -1.242 -1.505 0.117
H 0.661 -1.963 -1.373 0.125
H 0.111 -2.814 0.437 0.099
H 0.871 -2.488 1.997 0.140
H 0.117 -0.643 3.401 0.119
H -0.896 -2.066 3.612 0.131
H -2.913 -0.581 3.028 0.113
H -1.860 0.797 3.356 0.108
H -3.182 -0.651 5.234 0.077
H -1.925 0.330 5.555 0.078
C -3.332 1.951 -4.719 -0.102
C -3.345 0.722 -3.827 -0.115
O -4.320 1.077 -2.838 0.025
C -5.145 2.027 -3.358 -0.569
O -6.139 2.409 -2.838 0.180
O -4.656 2.464 -4.540 0.069
H -3.167 1.738 -5.771 0.136
H -2.619 2.704 -4.378 0.134
H -3.690 -0.169 -4.355 0.137
H -2.416 0.523 -3.309 0.091
C 7.167 -0.046 -0.385 -0.090
C 6.402 -1.049 -1.231 -0.094
O 5.342 -1.446 -0.340 0.056
C 5.174 -0.477 0.581 -0.570
O 4.273 -0.447 1.367 0.137
O 6.141 0.445 0.494 0.076
H 7.585 0.785 -0.945 0.137
H 7.943 -0.513 0.222 0.138
H 5.955 -0.592 -2.115 0.133
H 6.976 -1.924 -1.517 0.136
C 2.544 4.711 0.102 -0.138
C 1.261 5.499 0.320 -0.122
O 1.753 6.740 0.819 0.061
C 3.039 6.899 0.412 -0.559
O 3.671 7.892 0.524 0.188
O 3.493 5.744 -0.144 0.059
H 2.507 4.037 -0.749 0.067
H 2.849 4.160 0.995 0.132
H 0.723 5.679 -0.613 0.134
H 0.588 5.061 1.052 0.126

76
Properties=species:S:1:pos:R:3:lowdin_charge:R:1 method="wB97M-V/def2-TZVPD" e_tot_ev=-148737.746 spin_multiplicity=1 smiles="NCc1c(CC=O)c(P(=O)(O)O)c(PP(=O)(O)O)c2c1C(=O)C(Br)=C(N)C2=O.COC[C@@H](C)N.COC[C@@H](C)N"
N 2.421 -2.799 4.763 -0.027
C 1.491 -1.902 3.929 -0.236
C 2.283 -0.810 3.002 -0.014
C 2.458 0.808 3.353 -0.053
C 1.714 1.336 4.744 -0.118
C 0.049 1.239 4.601 -0.115
O -0.750 1.610 5.634 -0.091
C 3.334 1.817 2.346 -0.147
P 3.542 3.641 2.849 0.708
O 4.556 4.489 1.989 -0.382
O 1.963 4.426 2.629 -0.239
O 4.110 3.817 4.526 -0.216
C 3.967 1.138 0.955 -0.306
P 4.949 2.207 -0.343 0.816
P 7.085 2.230 0.091 0.502
O 7.561 3.748 0.243 -0.398
O 7.986 1.505 -1.255 -0.261
O 7.338 1.309 1.554 -0.255
C 3.798 -0.444 0.561 -0.043
C 2.955 -1.416 1.599 0.039
C 2.789 -3.013 1.135 -0.223
O 2.849 -4.054 1.965 -0.015
C 2.594 -3.205 -0.516 -0.431
Br 1.289 -4.616 -1.134 0.649
C 3.358 -2.311 -1.475 -0.179
N 3.141 -2.471 -2.980 0.029
C 4.380 -1.151 -0.833 -0.177
O 5.564 -0.882 -1.386 -0.060
H 3.420 -2.611 4.527 0.072
H 2.214 -2.592 5.782 0.079
H 0.707 -1.463 4.675 0.117
H 0.899 -2.603 3.177 0.120
H 2.084 0.781 5.710 0.138
H 1.910 2.495 4.950 0.111
H -0.440 0.792 3.609 0.111
H 1.771 4.367 1.644 0.086
H 3.676 4.688 4.832 0.104
H 4.712 1.570 -1.644 -0.057
H 8.002 0.514 -1.034 0.064
H 7.347 0.341 1.227 0.082
H 3.874 -3.070 -3.418 0.095
H 3.216 -1.475 -3.349 0.100
C -1.901 -1.994 -1.607 -0.107
O -1.046 -0.901 -1.308 -0.198
C -1.731 0.303 -0.951 -0.187
C -2.235 0.344 0.511 -0.413
C -3.478 -0.510 0.756 -0.066
N -1.183 -0.063 1.454 0.036
H -2.822 -1.676 -2.104 0.084
H -2.127 -2.549 -0.695 0.075
H -1.363 -2.674 -2.276 0.077
H -0.996 1.107 -1.075 0.121
H -2.539 0.514 -1.662 0.109
H -2.510 1.383 0.732 0.139
H -3.250 -1.576 0.833 0.066
H -3.954 -0.222 1.701 0.081
H -4.213 -0.373 -0.044 0.074
H -0.396 0.580 1.363 0.063
H -0.805 -0.955 1.122 0.074
C -4.292 0.678 -4.455 -0.111
O -5.160 1.061 -3.400 -0.206
C -6.532 1.198 -3.783 -0.197
C -7.304 -0.138 -3.887 -0.428
C -6.969 -0.946 -5.139 -0.076
N -7.083 -0.982 -2.702 0.036
H -4.590 1.111 -5.414 0.092
H -4.245 -0.410 -4.522 0.071
H -3.285 1.033 -4.213 0.084
H -7.000 1.796 -2.992 0.121
H -6.618 1.786 -4.704 0.118
H -8.373 0.106 -3.939 0.135
H -6.013 -1.470 -5.061 0.063
H -7.735 -1.713 -5.311 0.079
H -6.936 -0.303 -6.025 0.078
H -7.411 -0.478 -1.878 0.072
H -6.071 -1.044 -2.559 0.063

90
Properties=species:S:1:pos:R:3:lowdin_charge:R:1 method="wB97M-V/def2-TZVPD" e_tot_ev=-128849.236 spin_multiplicity=1
Ca -4.448 1.673 1.675 1.844
P -0.917 -0.651 -0.578 0.075
F -2.504 -0.792 -0.971 -0.211
F -0.533 -1.469 -1.929 -0.170
F -0.884 0.733 -1.444 -0.189
F 0.675 -0.472 -0.280 -0.168
F -1.299 0.141 0.729 -0.171
F -1.027 -1.953 0.274 -0.125
P -2.947 2.352 5.871 0.142
F -1.390 1.892 6.017 -0.156
F -2.501 3.776 6.633 -0.197
F -2.586 3.101 4.458 -0.222
F -4.439 2.929 5.706 -0.188
F -3.328 1.075 5.027 -0.171
F -3.460 1.660 7.242 -0.148
C 1.667 -5.763 -1.634 -0.004
C 2.798 -5.248 -0.734 -0.303
C 3.160 -6.152 0.407 -0.137
O 4.504 -6.448 0.281 0.096
C 5.007 -5.826 -0.785 -0.556
O 6.169 -5.732 -1.156 0.129
O 4.007 -5.283 -1.455 0.084
H 1.586 -5.266 -2.600 0.088
H 0.682 -5.593 -1.198 0.083
H 1.761 -6.848 -1.678 0.086
H 2.722 -4.205 -0.428 0.160
H 2.677 -7.125 0.495 0.137
H 2.869 -5.656 1.333 0.136
C 5.043 0.216 -3.611 0.002
C 5.533 1.480 -4.362 -0.305
C 4.485 2.106 -5.292 -0.109
O 4.712 3.494 -5.260 0.074
C 5.426 3.747 -4.148 -0.573
O 5.595 4.847 -3.705 0.156
O 5.707 2.597 -3.548 0.081
H 5.389 -0.735 -4.016 0.082
H 3.955 0.199 -3.564 0.081
H 5.459 0.135 -2.606 0.082
H 6.498 1.375 -4.858 0.155
H 3.444 1.880 -5.058 0.139
H 4.832 1.791 -6.276 0.135
C 5.942 -1.069 3.075 -0.017
C 7.398 -0.772 2.628 -0.287
C 8.015 0.551 3.052 -0.133
O 9.281 0.206 3.465 0.051
C 9.449 -1.162 3.482 -0.497
O 10.506 -1.773 3.697 0.113
O 8.281 -1.746 3.228 0.095
H 5.648 -2.106 2.916 0.084
H 5.388 -0.422 2.394 0.082
H 5.706 -0.743 4.088 0.083
H 7.297 -0.845 1.545 0.146
H 7.652 0.994 3.979 0.141
H 7.996 1.241 2.207 0.139
C 0.753 4.540 0.287 0.018
O 0.075 5.277 -0.778 0.021
C -1.194 5.492 -0.690 -0.526
O -2.038 4.755 -0.092 0.027
O -1.419 6.707 -1.325 -0.016
C -2.638 7.288 -1.496 -0.099
H 0.591 5.074 1.224 0.104
H 1.810 4.559 0.022 0.099
H 0.477 3.490 0.380 0.094
H -2.593 8.101 -2.220 0.100
H -3.013 7.668 -0.546 0.098
H -3.350 6.550 -1.866 0.090
C -5.307 2.313 -4.283 -0.017
O -6.516 1.625 -4.026 0.067
C -6.935 1.454 -2.854 -0.661
O -6.226 1.497 -1.867 0.066
O -8.209 1.059 -2.913 0.031
C -8.687 0.294 -1.809 -0.039
H -4.966 2.176 -5.309 0.103
H -4.506 2.033 -3.599 0.098
H -5.336 3.402 -4.231 0.099
H -9.153 -0.598 -2.227 0.095
H -9.587 0.707 -1.352 0.094
H -7.911 -0.006 -1.105 0.086
C -5.916 -4.411 0.414 -0.030
O -6.529 -4.251 1.678 -0.008
C -6.288 -3.156 2.437 -0.454
O -5.758 -2.027 2.176 0.008
O -6.999 -3.391 3.605 -0.033
C -6.948 -2.452 4.665 -0.041
H -5.915 -3.449 -0.099 0.094
H -6.640 -5.091 -0.036 0.101
H -4.931 -4.878 0.433 0.105
H -6.569 -1.496 4.305 0.075
H -6.299 -2.900 5.418 0.106
H -7.987 -2.291 4.951 0.099

67
Properties=species:S:1:pos:R:3:lowdin_charge:R:1 method="wB97M-V/def2-TZVPD" e_tot_ev=-65514.297 charge=-1 spin_multiplicity=1
O 0.636 -0.722 -1.610 -0.309
C 1.876 -0.558 -2.238 -0.381
C 2.654 -1.852 -2.272 -0.174
C 2.315 -2.917 -1.445 -0.056
H 1.453 -2.810 -0.804 0.028
C 3.055 -4.091 -1.453 -0.095
H 2.784 -4.905 -0.792 0.093
C 4.144 -4.224 -2.305 -0.129
H 4.724 -5.138 -2.314 0.082
C 4.478 -3.175 -3.152 -0.116
H 5.319 -3.271 -3.827 0.084
C 3.739 -2.001 -3.131 -0.051
H 4.005 -1.182 -3.789 0.108
H 1.731 -0.243 -3.277 0.125
C 2.046 1.919 -1.874 -0.154
C 2.603 0.576 -1.527 -0.412
H 2.765 2.727 -1.767 0.069
H 1.176 2.139 -1.259 -0.005
H 1.696 1.923 -2.909 0.070
C 3.595 0.346 -0.664 -0.283
C 4.362 1.345 0.134 -0.220
H 3.913 -0.682 -0.526 0.112
H 5.426 1.348 -0.088 0.054
H 4.251 1.156 1.205 0.044
H 3.985 2.357 -0.034 0.038
Mg 0.000 0.000 0.000 0.054
Cl 0.594 -1.786 1.359 0.029
Cl 1.872 1.234 0.584 0.411
H -1.578 -4.821 -2.266 0.079
H -2.718 -4.474 0.185 0.081
C -0.924 -4.040 -1.881 -0.042
C -2.021 -3.643 0.291 -0.068
N -1.665 -3.140 -1.024 -0.167
H -0.498 -3.495 -2.719 0.094
C -1.804 -1.859 -1.335 -0.308
O -1.840 -0.917 -0.525 -0.080
H -2.462 -2.847 0.877 0.074
H -1.915 -1.676 -2.412 0.141
H -0.115 -4.502 -1.314 0.087
H -1.122 -3.984 0.797 0.053
H -2.694 4.246 -2.002 0.088
H -3.534 2.685 -4.084 0.086
C -1.733 3.896 -2.378 -0.031
C -2.504 2.333 -4.136 -0.049
N -1.843 2.537 -2.865 -0.172
H -1.000 3.941 -1.579 0.095
C -1.279 1.527 -2.203 -0.258
O -0.782 1.640 -1.069 -0.062
H -2.494 1.276 -4.371 0.085
H -1.257 0.576 -2.733 0.135
H -1.402 4.558 -3.177 0.087
H -1.987 2.884 -4.923 0.087
C -2.519 1.793 4.586 -0.080
N -1.434 1.496 3.663 -0.146
C -0.056 1.726 4.093 -0.042
C -1.662 0.979 2.407 -0.447
C -3.039 0.679 1.873 0.020
O -0.687 0.733 1.711 -0.134
H -2.142 2.185 5.555 0.082
H -3.090 0.866 4.808 0.089
H -3.188 2.563 4.151 0.086
H 0.511 0.769 4.068 0.104
H 0.437 2.454 3.413 0.090
H 0.008 2.127 5.126 0.078
H -3.204 1.256 0.940 0.098
H -3.121 -0.405 1.657 0.088
H -3.851 0.938 2.579 0.062

68
Properties=species:S:1:pos:R:3:lowdin_charge:R:1 method="wB97M-V/def2-TZVPD" e_above_lowest_kj_mol=114.65 spin_multiplicity=1
C 2.558 -2.376 -6.892 -0.063
C 2.041 -1.569 -8.022 -0.235
H 2.100 -3.356 -6.923 0.077
H 2.340 -1.918 -5.940 0.002
H 3.637 -2.513 -6.933 0.103
C 1.994 -2.086 -9.274 -0.105
C 2.295 -3.549 -9.522 -0.108
H 1.781 -1.511 -10.208 0.111
H 1.812 -4.235 -8.798 0.075
H 3.386 -3.744 -9.526 0.084
H 1.931 -3.794 -10.535 0.068
Ga 1.664 0.141 -4.455 -0.101
Cl 2.645 -1.087 -2.864 0.154
Cl 3.318 1.444 -5.314 0.215
C 0.558 2.685 -3.418 -0.162
O 0.442 1.402 -3.705 -0.140
N -0.446 3.413 -2.935 -0.113
C -1.768 2.914 -2.522 0.009
C -0.285 4.904 -2.831 -0.003
H 1.482 3.238 -3.702 0.153
H -1.716 2.044 -1.872 0.105
H -2.369 2.665 -3.385 0.074
H -2.199 3.779 -2.015 0.081
H 0.575 5.222 -2.241 0.095
H -1.212 5.256 -2.368 0.081
H -0.182 5.376 -3.821 0.102
H -0.685 -4.605 0.019 0.090
H -1.009 -3.368 -3.174 0.052
C -1.720 -4.379 -0.311 -0.049
C -1.949 -3.390 -2.621 -0.061
N -1.749 -3.203 -1.200 -0.186
H -2.345 -4.199 0.593 0.091
C -1.365 -1.983 -0.765 -0.364
O -1.174 -0.998 -1.483 -0.028
H -2.601 -2.619 -3.026 0.082
H -1.232 -1.889 0.357 0.057
H -2.109 -5.263 -0.851 0.084
H -2.410 -4.363 -2.757 0.080
O 1.045 0.121 -6.575 -0.407
C 1.821 -0.081 -7.767 -0.275
C 0.286 0.418 -9.801 -0.070
C 1.247 0.848 -8.877 -0.148
H -0.038 -0.610 -9.699 0.099
C -0.193 1.287 -10.805 -0.064
H 2.834 0.227 -7.432 0.092
C 1.790 2.142 -8.984 -0.030
H -0.928 0.934 -11.513 0.097
C 0.376 2.566 -10.925 -0.094
C 1.340 2.999 -9.999 -0.087
H 2.612 2.478 -8.335 0.112
H 0.085 3.265 -11.718 0.100
H 1.772 4.005 -10.149 0.105
Si -0.736 0.201 -6.078 0.027
Cl -0.411 -1.788 -5.328 0.482
C -1.857 -0.289 -7.453 -0.198
C -0.602 2.141 -6.246 -0.148
C -2.055 0.144 -4.595 -0.284
H -1.844 0.445 -8.276 0.025
H -2.860 -0.267 -6.964 0.044
H -1.625 -1.301 -7.821 0.031
H -2.760 -0.673 -4.812 0.009
H -2.620 1.079 -4.656 0.001
H -1.635 -0.026 -3.590 -0.011
H -0.763 2.413 -7.299 0.032
H 0.362 2.590 -5.960 0.015
H -1.418 2.583 -5.659 0.016
O 0.634 0.318 1.702 0.065
C 0.108 -0.658 1.444 0.052

77
Properties=species:S:1:pos:R:3:lowdin_charge:R:1 method="wB97M-V/def2-TZVPD" e_tot_ev=-152434.462 spin_multiplicity=1
C -2.646 2.586 0.916 -0.088
C -4.002 3.211 0.440 -0.467
C -3.807 4.634 -0.144 -0.299
F -3.023 5.461 0.556 0.110
F -3.270 4.622 -1.379 0.083
F -4.622 2.489 -0.461 -0.100
F -4.873 3.309 1.478 0.121
O -2.775 1.317 1.528 -0.001
C -1.559 0.456 1.527 -0.429
C -1.680 -0.694 2.625 -0.270
F -0.610 -1.486 2.758 0.098
F -2.012 -0.313 3.892 0.112
F -1.381 -0.048 0.316 -0.447
F -0.514 1.238 1.858 0.109
H -2.240 3.277 1.655 0.148
H -1.973 2.560 0.059 0.103
H -4.775 5.115 -0.286 0.173
H -2.507 -1.355 2.367 0.128
C 0.774 2.731 -1.425 -0.221
C 0.460 3.333 -2.774 -0.134
C -1.042 3.326 -2.695 -0.151
O -1.420 2.222 -1.871 -0.369
C -0.320 1.683 -1.231 -0.229
H 0.685 3.545 -0.705 0.132
H 1.806 2.391 -1.337 -0.144
H 0.812 2.705 -3.593 0.108
H 0.875 4.335 -2.878 0.128
H -1.497 3.274 -3.684 0.133
H -1.414 4.170 -2.115 0.116
H -0.035 0.732 -1.681 0.021
H -0.481 1.374 -0.198 0.118
C 2.936 -3.382 2.378 -0.485
C 3.383 -4.815 2.385 -0.166
C 3.757 -5.119 0.968 -0.176
O 2.915 -4.243 0.181 -0.107
C 2.243 -3.313 1.059 -0.198
H 3.836 -2.769 2.346 0.042
H 2.306 -3.113 3.226 0.034
H 2.574 -5.479 2.691 0.119
H 4.185 -4.911 3.116 0.120
H 3.572 -6.136 0.623 0.122
H 4.794 -4.823 0.810 0.117
H 1.196 -3.612 1.112 0.115
H 2.237 -2.278 0.720 0.083
C 0.850 -0.616 0.825 -0.430
C -0.143 -1.583 0.212 -0.296
C -0.453 -1.004 -1.194 -0.183
O 0.781 -0.359 -1.565 -0.344
C 1.654 -0.129 -0.467 -0.386
H 1.477 -1.109 1.568 0.011
H 0.238 0.145 1.309 0.022
H -1.030 -1.684 0.838 -0.015
H 0.276 -2.577 0.055 0.026
H -1.228 -0.238 -1.225 0.021
H -0.834 -1.697 -1.944 0.112
H 1.930 0.924 -0.418 -0.037
H 2.523 -0.742 -0.706 0.140
C 3.436 0.030 2.502 -0.711
Cl 2.964 -1.522 3.191 0.836
Cl 2.243 0.688 1.357 0.953
H 3.641 0.823 3.221 0.038
H 4.364 -0.255 2.006 0.052
C 2.081 0.403 -2.747 -0.905
Cl 2.556 0.146 -4.448 0.549
Cl 3.022 1.706 -2.005 0.781
H 1.016 0.589 -2.610 0.041
H 2.299 -0.528 -2.223 0.054
C -2.399 -2.610 0.729 -0.836
Cl -2.857 -1.127 -0.090 0.915
Cl -1.449 -3.692 -0.301 0.742
H -1.818 -2.365 1.618 0.015
H -3.303 -3.149 1.013 0.062
C -2.392 0.771 -2.738 -0.911
Cl -2.954 -0.622 -3.717 0.526
Cl -3.541 1.068 -1.433 0.887
H -1.417 0.451 -2.370 0.011
H -2.401 1.656 -3.374 0.053